1.
This record from OMol25 describes one molecule with the formula C4H5N3 at a distorted geometry. The level of theory is ωB97M-V/def2-TZVPD.

Calculated total energy = -8696.7332 eV
Energy relative to the best compared isomer or geometry (same formula, charge and spin) = 71.01 kcal/mol
Multiplicity = 1
Structure (SMILES) = NC1=NC=C=CN1
Kohn-Sham gap = 7.55 eV
HOMO = -7.3 eV

Structure (XYZ):
```
12
Properties=species:S:1:pos:R:3:lowdin_charge:R:1
N 2.088 -0.055 0.165 0.141
C 0.724 -0.147 0.051 -0.449
N 0.128 -1.317 0.113 0.113
C -1.225 -1.294 0.130 -0.169
C -2.098 -0.205 -0.101 -0.098
C -1.377 0.947 -0.229 -0.175
N 0.003 0.972 -0.103 0.096
H 2.547 0.662 -0.379 0.100
H 2.537 -0.961 0.122 0.103
H -1.650 -2.280 0.330 0.080
H 0.222 1.838 0.407 0.167
H -1.787 1.933 -0.471 0.093
```



2.
This record from OMol25 describes C36H25Co2N2O7P as an isolated structure at a distorted geometry. The level of theory is ωB97M-V/def2-TZVPD.

Calculated total energy = -139591.1581 eV
Energy relative to the best compared isomer or geometry (same formula, charge and spin) = 36.78 kcal/mol
Multiplicity = 1
Net charge = -2
Kohn-Sham gap = 4.53 eV
HOMO = -0.5 eV

Structure (XYZ):
```
73
Properties=species:S:1:pos:R:3:lowdin_charge:R:1
N 1.249 -1.026 1.199 0.099
C 1.131 0.322 1.396 -0.578
O 1.976 1.168 1.099 -0.016
N -0.042 0.748 2.031 0.170
C -1.181 -0.015 2.350 -0.518
O -2.109 0.515 2.967 -0.057
C -1.034 -1.372 1.885 -0.056
C 0.180 -1.772 1.372 -0.192
H -0.010 1.709 2.304 0.129
H -1.820 -2.086 2.045 0.067
H 0.309 -2.814 1.089 0.096
O 2.475 -4.651 3.326 0.112
C 3.151 -3.770 3.658 -0.113
Co 4.268 -2.423 3.922 0.048
C 3.229 -0.984 3.617 -0.104
O 2.372 -0.207 3.701 0.121
C 4.121 -2.475 5.705 -0.154
O 3.812 -2.562 6.820 0.086
C 5.951 -2.581 3.259 -0.257
C 4.982 -2.831 2.311 -0.258
C 4.557 -3.308 1.129 -0.127
C 3.835 -2.541 0.166 -0.249
C 2.970 -3.234 -0.733 -0.079
C 2.200 -2.528 -1.637 -0.134
C 2.386 -1.144 -1.769 -0.126
C 3.220 -0.454 -0.885 -0.120
C 3.891 -1.131 0.126 -0.045
Co 6.216 -0.805 3.973 -0.072
C 5.482 0.520 3.117 -0.246
O 5.150 1.453 2.507 0.072
C 7.864 -0.802 3.468 -0.253
O 9.002 -0.868 3.239 0.057
P 6.621 -0.358 6.037 1.024
C 5.303 0.513 6.979 -0.320
C 5.463 0.878 8.329 -0.105
C 4.405 1.500 9.012 -0.097
C 3.214 1.813 8.343 -0.098
C 3.096 1.535 6.980 -0.063
C 4.133 0.884 6.308 -0.079
C 7.128 -1.838 6.993 -0.335
C 6.556 -2.154 8.233 -0.099
C 6.933 -3.318 8.915 -0.090
C 7.903 -4.172 8.375 -0.108
C 8.443 -3.884 7.116 -0.089
C 8.079 -2.713 6.440 -0.085
C 8.028 0.809 6.279 -0.314
C 9.132 0.527 7.099 -0.080
C 10.172 1.462 7.221 -0.102
C 10.101 2.689 6.555 -0.114
C 8.981 2.987 5.771 -0.090
C 7.938 2.062 5.649 -0.078
H 6.737 -3.281 3.541 0.056
H 4.625 -4.381 0.907 0.106
H 2.885 -4.322 -0.630 0.095
H 1.484 -3.085 -2.242 0.082
H 1.894 -0.596 -2.553 0.074
H 3.342 0.622 -0.998 0.095
H 4.461 -0.588 0.891 0.096
H 6.406 0.668 8.847 0.106
H 4.511 1.739 10.073 0.091
H 2.376 2.269 8.874 0.095
H 2.198 1.806 6.427 0.111
H 4.037 0.666 5.243 0.058
H 5.784 -1.509 8.649 0.085
H 6.445 -3.562 9.864 0.097
H 8.251 -5.045 8.935 0.091
H 9.147 -4.571 6.646 0.096
H 8.491 -2.509 5.448 0.096
H 9.201 -0.429 7.620 0.097
H 11.041 1.228 7.839 0.092
H 10.898 3.431 6.668 0.091
H 8.912 3.943 5.247 0.098
H 7.061 2.301 5.037 0.108
```